Molecular formula: C20H39Be2BrClFGaKN2O13P2
Method: DFT, ωB97M-V/def2-TZVPD

Structure (XYZ):
```
83
Properties=species:S:1:pos:R:3:forces:R:3
O 4.77540 -0.05802 -3.38343 -0.29 -0.28 -0.13
P 3.76231 0.95510 -4.22086 0.37 0.15 0.33
O 3.53660 0.21645 -5.65418 0.12 -0.03 0.21
Ga 1.63506 1.09753 -3.13031 -1.07 0.57 0.16
Cl 1.03133 -1.11726 -2.98064 0.36 -0.16 -0.04
C 1.80097 1.90313 -1.28731 0.24 -0.72 -0.32
C 2.92940 1.31997 -0.46590 -0.45 0.12 -0.18
F 3.54740 2.31950 0.29996 0.21 0.06 0.30
C 0.42908 2.11674 -4.36931 0.60 -0.08 0.19
C -0.37529 3.25390 -3.73872 -0.55 -0.34 -0.13
C -1.44330 2.88471 -2.66931 0.32 0.06 -0.25
C -1.89404 1.45688 -2.66984 -0.04 -0.17 0.24
C -2.47723 0.87693 -3.79856 0.12 0.08 0.25
C -2.85433 -0.45399 -3.79912 0.25 0.17 0.17
C -2.65590 -1.22446 -2.65302 -0.21 0.03 -0.03
C -2.12312 -0.65451 -1.50607 -0.08 0.19 -0.13
C -1.74854 0.68025 -1.52526 -0.05 -0.08 -0.13
H 4.27530 -0.77530 -2.96737 -0.11 0.02 0.10
H 4.29229 -0.34002 -5.88340 0.02 -0.02 -0.24
H 0.85754 1.72976 -0.77839 -0.17 0.18 0.03
H 1.92600 2.97443 -1.42296 0.15 0.17 -0.01
H 3.70422 0.85277 -1.06939 0.32 0.13 0.02
H 2.54562 0.57280 0.22460 0.03 -0.14 0.11
H -0.18046 1.41086 -4.92470 -0.19 -0.05 -0.02
H 1.08297 2.58212 -5.11067 0.08 -0.01 -0.16
H -0.89748 3.77188 -4.54250 0.05 0.23 -0.10
H 0.30739 3.96689 -3.28367 0.07 0.20 -0.02
H -1.05730 3.14777 -1.69052 0.00 -0.09 0.24
H -2.31677 3.51466 -2.81760 -0.09 0.19 0.02
H -2.60703 1.50488 -4.66725 -0.10 -0.07 -0.24
H -3.26509 -0.88989 -4.69538 -0.12 -0.13 -0.07
H -2.92386 -2.27072 -2.65357 -0.24 -0.08 0.00
H -1.97863 -1.23198 -0.60552 -0.02 -0.15 0.08
H -1.32376 1.12160 -0.63561 0.13 0.04 0.09
Be 5.31224 2.69261 -3.95399 -0.07 -0.09 -0.16
C -2.33377 3.82116 1.03986 0.30 -0.27 -0.09
O -2.56004 4.47333 0.05154 0.21 0.10 0.07
N -1.64413 4.21515 2.13236 0.08 -0.01 0.10
N -2.79816 2.48363 1.14887 -0.96 0.25 0.11
H -1.49306 3.61841 2.93447 -0.08 -0.09 0.02
H -1.28156 5.15072 2.13150 -0.03 0.02 0.00
H -3.26466 2.07369 0.34437 1.14 -0.32 -0.34
H -2.60782 1.89171 1.95991 -0.09 -0.36 0.09
O -5.31758 -1.37321 0.16299 -0.02 -0.03 -0.08
H -5.49911 -2.12546 0.73437 0.04 0.03 0.06
H -4.85318 -1.74580 -0.59321 0.02 0.05 -0.02
O 5.24859 -2.94978 -4.67715 -0.01 0.05 0.01
H 5.39550 -2.14269 -4.17310 0.09 0.07 -0.03
H 6.06990 -3.44264 -4.58733 0.00 -0.02 -0.03
Br -5.09422 2.85690 1.10861 -0.64 0.07 0.51
Be -0.62237 -3.03293 -2.87353 0.33 -0.06 -0.03
O 0.22996 -8.66915 -3.06683 -0.09 0.06 0.00
C 1.00169 -7.85945 -3.48757 0.10 -0.24 0.02
O 0.63748 -6.86851 -4.33290 0.01 0.05 -0.02
C 1.79048 -6.11806 -4.75126 0.10 0.13 -0.02
C 2.83756 -6.36038 -3.67316 0.07 -0.13 0.07
C 2.49396 -7.77705 -3.21606 0.01 0.48 0.01
H 2.10420 -6.48989 -5.72955 0.02 -0.02 0.01
H 1.51853 -5.06903 -4.84140 -0.17 -0.04 0.00
H 3.85749 -6.23998 -4.03298 -0.03 0.00 -0.07
H 2.68546 -5.66019 -2.85077 -0.01 0.03 -0.02
H 2.99515 -8.53682 -3.81761 -0.01 -0.07 0.05
H 2.69910 -7.94619 -2.16310 -0.03 -0.21 -0.02
O -2.50362 0.05386 3.14382 -0.21 0.38 -0.06
P -1.92522 0.29824 4.53607 0.03 0.79 -0.51
O -0.70126 -0.57803 4.76906 0.00 -0.05 0.49
O -2.96847 -0.07313 5.58102 0.14 -0.48 0.02
O -1.51644 1.76863 4.66715 0.27 0.06 -0.24
O 1.37982 1.68614 6.87520 -0.79 -0.26 0.81
C 0.53903 1.82875 7.74824 -0.69 0.03 -0.03
O -0.24004 0.82170 8.03236 0.40 -0.35 -0.04
C -1.20273 0.79812 9.10010 -0.49 0.12 0.18
C -2.51245 1.41906 8.66717 0.02 0.05 -0.18
C 0.35024 3.16219 8.42693 0.18 -0.08 0.26
H -0.78732 1.25336 10.00095 0.07 0.08 -0.07
H -1.34642 -0.25741 9.31582 0.11 -0.05 -0.11
H -2.39791 2.47343 8.41294 0.01 0.03 0.07
H -3.24780 1.33642 9.46721 0.02 -0.02 0.04
H -2.89142 0.91098 7.77948 0.02 -0.02 0.02
H -0.25863 3.79111 7.77822 -0.03 -0.03 -0.02
H 1.32446 3.62939 8.56611 -0.01 0.03 -0.12
H -0.11900 3.09828 9.40385 -0.13 -0.01 -0.06
K 3.20085 2.49344 5.87674 1.14 0.33 -0.97
```
Positions in Å, forces in eV/Å.

highest occupied orbital energy: -5.4 eV
total charge: 0
DFT total energy: -8243.857974 a.u.

The molecule's Löwdin atomic charges, reported in e, are given here:
1 O -0.4061
2 P 0.5908
3 O -0.3068
4 Ga 0.1089
5 Cl 0.0560
6 C -0.2280
7 C -0.2910
8 F -0.0966
9 C -0.2784
10 C -0.2536
11 C -0.1514
12 C -0.2376
13 C -0.0381
14 C -0.0719
15 C -0.2282
16 C -0.1350
17 C -0.0732
18 H 0.0377
19 H 0.0585
20 H 0.0322
21 H 0.0606
22 H 0.0716
23 H 0.1109
24 H 0.0411
25 H 0.0454
26 H 0.0983
27 H 0.0947
28 H 0.0853
29 H 0.1184
30 H 0.1213
31 H 0.1062
32 H 0.0318
33 H 0.1105
34 H 0.0922
35 Be 0.2014
36 C -0.7089
37 O 0.0427
38 N 0.1977
39 N 0.0094
40 H 0.0847
41 H 0.1141
42 H -0.0079
43 H 0.0697
44 O -0.0617
45 H 0.0354
46 H 0.0123
47 O -0.0538
48 H -0.0037
49 H 0.0392
50 Br 0.4538
51 Be 0.3242
52 O 0.1202
53 C -0.4924
54 O 0.0097
55 C -0.1610
56 C -0.1563
57 C -0.0771
58 H 0.1254
59 H 0.1071
60 H 0.1103
61 H 0.1158
62 H 0.1280
63 H 0.1221
64 O -0.2222
65 P -0.1125
66 O -0.1443
67 O -0.1421
68 O -0.2757
69 O -0.1693
70 C -0.5199
71 O 0.0499
72 C -0.1957
73 C -0.0460
74 C 0.0343
75 H 0.1137
76 H 0.1298
77 H 0.0758
78 H 0.0863
79 H 0.0645
80 H 0.1091
81 H 0.0864
82 H 0.0785
83 K 1.0228

Molecular formula: C20H39Br14F2NO4S
Method: DFT, ωB97M-V/def2-TZVPD

Structure (XYZ):
```
81
Properties=species:S:1:pos:R:3:forces:R:3
C -4.10356 0.58545 5.55426 0.63 -0.28 0.23
C -3.97115 -0.49743 4.55702 2.38 -1.93 -0.92
O -2.90665 -1.08531 4.29438 -2.79 1.61 0.46
O -5.15055 -0.83506 3.95017 0.52 0.30 0.32
C -5.30179 -0.30664 2.62579 -0.42 -0.36 -0.25
C -5.39237 -1.42738 1.61725 0.33 -0.27 0.19
C -4.09322 -1.67328 0.87448 -0.32 0.14 -0.36
C -4.01940 -0.83599 -0.38350 0.36 0.33 0.17
N -2.62761 -0.54403 -0.78459 -0.04 -0.51 -0.37
F -2.71859 -0.02320 -2.09711 -0.12 0.16 0.18
S -1.60002 -1.87514 -0.94883 1.58 1.46 0.17
O -1.27705 -2.33355 0.35220 -0.29 -0.04 -0.29
O -0.60747 -1.51681 -1.90309 -0.44 -0.39 0.50
F -2.49060 -2.93500 -1.60537 -0.72 -0.76 -0.47
H -3.16370 0.67633 6.06659 0.36 0.14 0.33
H -4.87585 0.35115 6.26295 -0.51 -0.02 0.23
H -4.31454 1.51858 5.06399 -0.31 0.43 -0.30
H -6.21801 0.25716 2.62198 -0.36 0.39 0.14
H -4.48040 0.34582 2.38201 0.41 0.45 0.00
H -5.61046 -2.31835 2.17658 -0.29 -0.44 0.30
H -6.22589 -1.27777 0.95097 -0.30 0.13 -0.44
H -4.03298 -2.70977 0.59464 0.23 -0.53 0.02
H -3.26252 -1.43273 1.51266 0.38 -0.06 0.43
H -4.47128 0.12777 -0.22157 -0.06 0.54 0.10
H -4.53884 -1.28842 -1.21027 -0.21 -0.36 -0.41
Br 0.72807 2.54386 4.94684 -0.10 -0.08 -0.10
C -0.20483 0.93038 4.35810 0.16 0.12 0.10
C -0.38650 0.86325 2.86982 -0.20 -0.06 -0.06
Br -1.77348 2.09882 2.26687 -0.01 -0.05 -0.02
H -1.15132 0.92027 4.88003 -0.08 -0.07 0.04
H 0.40336 0.10107 4.70286 0.03 -0.10 -0.02
H -0.71907 -0.13092 2.57458 -0.04 -0.01 0.07
H 0.50850 1.12701 2.32263 0.12 0.04 -0.04
Br -5.21922 4.36373 -3.20892 0.00 -0.04 -0.06
C -3.71624 3.29973 -3.83776 -0.10 0.08 0.12
C -2.84217 4.05305 -4.80011 0.07 -0.05 -0.19
Br -3.63763 4.19885 -6.56424 -0.08 0.05 0.02
H -4.13436 2.40169 -4.27774 0.01 -0.05 -0.03
H -3.15344 3.04334 -2.94663 0.08 -0.04 0.08
H -1.90609 3.52013 -4.95372 0.02 -0.01 0.01
H -2.63209 5.06318 -4.46857 0.01 0.04 0.06
Br 2.35357 3.99875 -4.67073 -0.05 0.00 0.02
C 1.54851 2.36248 -5.34458 0.17 0.06 0.07
C 1.48269 2.33797 -6.84743 -0.18 0.02 -0.09
Br 0.08010 3.49891 -7.53259 0.05 -0.02 0.07
H 0.56786 2.29152 -4.88863 -0.06 -0.05 0.00
H 2.17674 1.55448 -4.97895 0.02 -0.03 -0.02
H 1.23188 1.33840 -7.19293 -0.01 -0.03 0.01
H 2.40775 2.66062 -7.31054 0.08 0.00 0.03
Br -0.21814 -7.28955 -0.06708 0.06 0.02 -0.01
C 0.49054 -5.47339 -0.04642 -0.29 -0.19 0.04
C 0.66364 -4.92184 -1.43306 0.20 0.05 -0.03
Br 2.22250 -5.67110 -2.32399 -0.06 -0.01 -0.01
H 1.42081 -5.50708 0.50459 0.08 0.01 0.00
H -0.23780 -4.88482 0.50571 0.00 0.06 0.00
H 0.83970 -3.84981 -1.39518 0.01 0.04 0.03
H -0.18940 -5.12847 -2.06962 -0.06 -0.02 -0.02
Br 4.96395 -0.25540 0.55199 0.00 -0.04 0.00
C 3.86413 1.07510 -0.34790 0.17 -0.08 -0.04
C 4.00061 2.41851 0.30899 -0.23 0.16 0.10
Br 3.01809 2.54837 1.98318 0.05 -0.09 0.01
H 2.84769 0.69587 -0.35457 -0.05 0.01 0.06
H 4.24236 1.12544 -1.36592 0.01 0.02 -0.03
H 3.58661 3.19636 -0.32709 0.01 -0.01 -0.07
H 5.03344 2.65174 0.53535 0.05 0.06 -0.01
Br 9.29733 3.38260 0.32619 -0.06 0.00 0.01
C 8.26783 1.97900 -0.53922 0.18 0.10 0.05
C 7.92390 2.33114 -1.96091 -0.20 -0.05 -0.03
Br 6.49619 3.65166 -2.06358 0.05 -0.01 -0.03
H 7.38805 1.81290 0.07188 -0.05 -0.06 0.00
H 8.89755 1.09391 -0.51247 0.01 -0.04 -0.03
H 7.54799 1.45515 -2.48345 -0.01 -0.03 0.01
H 8.76496 2.74470 -2.50467 0.07 0.01 0.01
Br -0.25807 -3.05184 4.32066 0.02 0.06 -0.11
C 1.45438 -3.86142 3.88077 -0.12 0.11 0.19
C 2.37831 -2.89846 3.18218 0.04 -0.12 -0.15
Br 1.82317 -2.61541 1.34228 0.07 0.22 0.02
H 1.23136 -4.72934 3.27059 0.05 -0.06 -0.03
H 1.88421 -4.18227 4.82601 0.04 0.01 0.02
H 3.38393 -3.30836 3.13332 0.02 -0.02 -0.02
H 2.41206 -1.92088 3.65013 -0.03 0.02 0.07
```
Positions in Å, forces in eV/Å.

highest occupied orbital energy: -10.1 eV
total charge: 0
SMILES: CC(=O)OCCCCN(F)S(=O)(=O)F.BrCCBr.BrCCBr.BrCCBr.BrCCBr.BrCCBr.BrCCBr.BrCCBr
DFT total energy: -37775.229419 a.u.

The molecule's Löwdin atomic charges, reported in e, are given here:
1 C 0.0276
2 C -0.4794
3 O 0.0424
4 O -0.0220
5 C -0.1665
6 C -0.1500
7 C -0.1852
8 C -0.1745
9 N -0.1345
10 F -0.0588
11 S 0.5811
12 O -0.2698
13 O -0.2233
14 F -0.0954
15 H 0.0798
16 H 0.0939
17 H 0.0953
18 H 0.1246
19 H 0.0967
20 H 0.1209
21 H 0.1175
22 H 0.1119
23 H 0.0992
24 H 0.1268
25 H 0.1242
26 Br 0.5952
27 C -0.6903
28 C -0.6760
29 Br 0.6179
30 H 0.0186
31 H 0.0353
32 H 0.0375
33 H -0.0096
34 Br 0.6035
35 C -0.7065
36 C -0.7019
37 Br 0.5963
38 H 0.0484
39 H 0.0505
40 H 0.0247
41 H 0.0548
42 Br 0.6008
43 C -0.7016
44 C -0.6908
45 Br 0.6178
46 H 0.0382
47 H 0.0569
48 H 0.0587
49 H 0.0493
50 Br 0.6109
51 C -0.7517
52 C -0.7207
53 Br 0.6208
54 H 0.0198
55 H 0.0312
56 H 0.0209
57 H 0.0509
58 Br 0.6037
59 C -0.6762
60 C -0.7251
61 Br 0.6459
62 H 0.0494
63 H 0.0472
64 H 0.0522
65 H 0.0138
66 Br 0.6163
67 C -0.7045
68 C -0.6787
69 Br 0.6333
70 H 0.0109
71 H 0.0610
72 H 0.0583
73 H 0.0489
74 Br 0.6764
75 C -0.6800
76 C -0.6536
77 Br 0.6939
78 H 0.0428
79 H 0.0591
80 H 0.0630
81 H 0.0502

Q: What is the total charge in the second record?
A: 0